1.
Here is a molecular structure, C49H51Cl2N4O7PSSiW from OMol25. Energies are from ωB97M-V/def2-TZVPD.

Properties
HOMO level (alpha / beta) = -6.81 / -7.43 eV
spin multiplicity = 3
energy above the lowest of the compared OMol25 structures with the same formula, charge and spin = 19.5 kcal/mol
net charge = 0

```
117
C49H51Cl2N4O7PSSiW | OMol25 | ωB97M-V/def2-TZVPD
W -0.470 -0.516 0.713
Cl -0.910 -2.550 7.372
C -1.171 -2.469 5.661
C -0.561 -1.455 4.945
C -0.739 -1.359 3.573
N -0.164 -0.321 2.792
C 1.144 -0.012 3.241
O 1.913 -0.851 3.644
C 1.561 1.437 3.326
C 2.862 1.713 3.739
C 3.225 3.030 3.934
C 2.275 4.023 3.730
C 1.012 3.646 3.311
N 0.661 2.380 3.095
C -1.585 -2.260 2.931
C -2.182 -3.295 3.643
C -1.969 -3.399 5.007
Cl -2.723 -4.699 5.869
N -1.818 -1.931 1.593
C -2.850 -2.443 0.906
O -3.495 -3.463 1.097
C -3.309 -1.428 -0.093
C -4.476 -1.617 -0.805
C -5.065 -0.529 -1.425
C -4.474 0.714 -1.260
C -3.279 0.799 -0.574
N -2.659 -0.252 -0.036
H 0.071 -0.753 5.471
H 3.545 0.889 3.886
H 4.231 3.282 4.247
H 2.505 5.068 3.885
H 0.248 4.394 3.122
H -2.814 -4.006 3.138
H -4.917 -2.604 -0.794
H -5.986 -0.636 -1.982
H -4.915 1.614 -1.665
H -2.805 1.749 -0.442
C -1.571 -0.152 -2.940
C -0.220 -0.825 -2.831
C -0.138 -1.968 -3.833
C 0.884 0.199 -3.077
O -0.109 -1.376 -1.456
Si 1.113 -2.513 -1.053
S 0.904 -2.516 1.004
O 0.909 -3.950 -1.786
C 0.115 -5.116 -1.484
C -1.263 -4.710 -0.982
C 0.011 -5.880 -2.796
C 0.852 -5.938 -0.436
O 2.466 -1.884 -1.694
C 3.816 -2.382 -1.680
C 4.705 -1.171 -1.930
C 3.961 -3.401 -2.802
C 4.130 -3.001 -0.325
H -1.716 0.187 -3.967
H -2.377 -0.842 -2.684
H -1.614 0.727 -2.301
H -0.288 -1.561 -4.834
H -0.915 -2.709 -3.637
H 0.831 -2.463 -3.806
H 0.605 0.824 -3.928
H 1.838 -0.279 -3.275
H 1.001 0.830 -2.198
H -1.750 -4.040 -1.697
H -1.189 -4.209 -0.019
H -1.894 -5.590 -0.853
H -0.501 -5.277 -3.547
H -0.548 -6.806 -2.650
H 1.006 -6.125 -3.169
H 0.945 -5.373 0.492
H 1.851 -6.191 -0.798
H 0.311 -6.861 -0.226
H 4.431 -0.694 -2.874
H 5.752 -1.476 -1.987
H 4.588 -0.451 -1.120
H 3.721 -2.940 -3.762
H 3.290 -4.247 -2.648
H 4.989 -3.765 -2.839
H 3.964 -2.276 0.471
H 5.169 -3.332 -0.306
H 3.498 -3.875 -0.139
O 3.411 0.488 0.868
C 2.370 1.006 0.536
O 1.287 0.336 0.246
C 2.271 2.504 0.373
C 3.488 3.183 0.412
C 3.548 4.558 0.282
C 2.375 5.274 0.094
C 1.165 4.606 0.046
C 1.081 3.222 0.201
P -0.606 2.470 0.165
C -1.676 3.343 1.377
C -2.247 2.556 2.376
C -3.103 3.113 3.314
C -3.397 4.468 3.268
C -2.843 5.261 2.272
C -1.997 4.700 1.328
C -1.169 3.267 -1.419
C -0.281 3.314 -2.496
C -0.671 3.819 -3.727
C -1.960 4.298 -3.909
C -2.849 4.275 -2.846
C -2.457 3.765 -1.616
H 4.382 2.592 0.555
H 4.503 5.067 0.317
H 2.400 6.350 -0.023
H 0.267 5.180 -0.133
H -1.983 1.507 2.445
H -3.530 2.487 4.087
H -4.060 4.905 4.002
H -3.076 6.317 2.225
H -1.609 5.331 0.539
H 0.734 2.964 -2.372
H 0.040 3.842 -4.543
H -2.265 4.696 -4.868
H -3.852 4.665 -2.966
H -3.170 3.780 -0.799
```

=====

2.
Here is a molecular structure, C49H51Cl3F2Ge2S4SiV at a distorted geometry from OMol25. Energies are from ωB97M-V/def2-TZVPD.

Properties
HOMO level (alpha / beta) = -8.51 / -8.44 eV
spin multiplicity = 2
net charge = 0

```
113
C49H51Cl3F2Ge2S4SiV | OMol25 | ωB97M-V/def2-TZVPD
V -1.186 2.225 1.815
C 0.208 -3.238 5.570
C -0.403 -3.187 4.221
C -1.697 -2.700 4.043
C -2.319 -2.671 2.797
C -3.731 -2.168 2.614
C -1.593 -3.155 1.699
C -0.302 -3.630 1.834
C 0.482 -3.999 0.578
C 0.273 -3.634 3.092
C -2.288 -3.215 0.384
C -2.879 -4.402 0.004
C -3.620 -4.472 -1.202
C -3.715 -3.322 -1.981
C -3.115 -2.145 -1.614
C -2.371 -2.076 -0.423
Ge -1.570 -0.356 0.047
S -2.967 1.116 0.943
S 0.188 -0.423 1.529
Ge 1.131 1.051 0.100
S 0.617 3.106 0.864
S -0.305 0.520 -1.608
C 3.065 0.910 -0.309
C 3.497 1.175 -1.607
C 4.850 1.132 -1.865
C 5.801 0.973 -0.885
C 5.375 0.714 0.401
C 4.006 0.654 0.678
C 3.545 0.500 2.067
C 3.465 1.650 2.835
C 3.930 2.992 2.359
C 2.952 1.520 4.144
C 2.655 0.285 4.715
C 2.046 0.273 6.099
C 2.825 -0.855 3.931
C 3.263 -0.758 2.611
C 3.422 -2.024 1.789
C 2.596 1.530 -2.690
C 2.184 0.536 -3.579
C 2.581 -0.913 -3.376
C 1.316 0.883 -4.597
C 0.839 2.191 -4.728
C -0.080 2.559 -5.839
C 1.289 3.152 -3.846
C 2.169 2.846 -2.840
C 2.638 3.961 -1.935
C -3.301 -0.924 -2.421
C -4.324 -0.074 -1.983
C -5.260 -0.487 -0.892
C -4.495 1.112 -2.670
C -3.687 1.480 -3.725
C -3.930 2.806 -4.404
C -2.741 0.605 -4.169
C -2.520 -0.626 -3.560
C -1.441 -1.599 -4.053
H -0.322 -3.890 6.237
H 0.252 -2.260 6.040
H 1.231 -3.618 5.489
H -2.281 -2.370 4.879
H -4.272 -2.147 3.535
H -4.299 -2.816 1.929
H -3.675 -1.171 2.190
H 1.406 -3.385 0.480
H -0.127 -3.834 -0.311
H 0.765 -5.051 0.524
H 1.278 -4.014 3.216
H -2.815 -5.272 0.666
H -4.045 -5.406 -1.506
H -4.259 -3.341 -2.906
H 5.198 1.248 -2.873
H 6.838 1.016 -1.159
H 6.129 0.574 1.183
H 3.743 3.198 1.336
H 5.002 3.058 2.531
H 3.485 3.828 2.942
H 2.776 2.408 4.755
H 2.309 1.219 6.592
H 2.426 -0.562 6.681
H 0.949 0.237 6.000
H 2.546 -1.838 4.367
H 2.963 -2.848 2.299
H 4.465 -2.268 1.725
H 3.014 -1.894 0.783
H 1.882 -1.437 -2.692
H 3.587 -1.010 -2.991
H 2.536 -1.461 -4.334
H 1.040 0.132 -5.337
H -0.637 1.726 -6.239
H 0.458 2.985 -6.664
H -0.850 3.273 -5.506
H 0.938 4.172 -3.940
H 1.839 4.712 -1.847
H 3.532 4.400 -2.393
H 2.912 3.633 -0.943
H -4.736 -0.762 0.029
H -5.861 -1.357 -1.195
H -5.952 0.319 -0.627
H -5.221 1.817 -2.342
H -4.886 2.887 -4.883
H -3.159 2.932 -5.165
H -3.807 3.620 -3.717
H -2.108 0.913 -4.991
H -1.074 -1.300 -5.048
H -1.859 -2.588 -4.145
H -0.607 -1.685 -3.381
Cl -1.311 5.844 1.652
Si -2.221 4.187 0.898
Cl -4.186 4.106 1.395
Cl -2.117 4.184 -1.148
F -2.751 2.731 4.090
C -1.438 2.315 3.902
F -0.637 3.187 4.557
H -1.351 1.327 4.413
```